# 1
A structure of composition C29H51F3FeN6O13S3 at a distorted geometry. Source: the OMol25 dataset; level of theory: ωB97M-V with the def2-TZVPD basis set.

Computed properties:
Highest occupied orbital energy (alpha / beta): -7.643 / -7.637 eV
Orbital gap (alpha / beta): 6.25 / 2.75 eV
Multiplicity: 7

Structure (XYZ):
```
106
Properties=species:S:1:pos:R:3:forces:R:3:lowdin_spin:R:1
Fe 2.686 0.289 -0.352 0.3578 -1.0539 0.0525 4.18
C -4.533 -1.037 -1.083 -0.1202 0.1595 -1.2970 0.00
O -4.612 -0.494 -2.460 -0.0453 0.4600 1.4205 0.00
C -4.486 0.929 -2.535 1.6395 -0.0123 -0.9092 0.00
C -2.979 1.272 -2.573 -0.3413 0.9506 -0.3932 0.00
N -2.181 0.282 -3.369 -2.4437 -0.2216 -0.1582 0.00
H -1.216 0.556 -3.252 1.3884 0.0367 0.0265 0.00
H -2.307 -0.549 -2.809 0.2810 -1.0026 -0.3696 0.00
C -2.466 0.043 -4.884 1.1751 1.3229 1.0273 0.00
C -2.126 1.343 -5.692 0.5700 -2.0059 0.5123 0.00
O -3.241 2.124 -5.516 -1.4327 3.2908 -1.9896 0.00
C -3.235 3.407 -6.334 0.8616 -0.6613 1.3988 0.00
H -4.191 -2.067 -1.187 -0.4338 -0.0808 -0.1384 0.00
H -5.530 -0.951 -0.651 0.1157 -0.1848 0.1733 0.00
H -3.788 -0.592 -0.423 -0.0164 0.6357 -0.3194 0.00
H -4.966 1.527 -1.760 -0.1444 -0.4030 0.3252 0.00
H -4.826 1.329 -3.490 -0.7122 -0.7164 -0.1316 0.00
H -2.611 1.369 -1.552 0.6044 -0.5799 -0.1976 0.00
H -2.776 2.226 -3.060 -0.4163 0.1741 0.1580 0.00
H -3.509 -0.230 -5.046 0.1342 0.0535 0.2215 0.00
H -1.803 -0.776 -5.159 -0.0723 0.0400 0.0990 0.00
H -1.891 1.027 -6.708 -0.6739 -0.0358 -0.5632 0.00
H -1.183 1.818 -5.422 0.0786 0.1294 0.8118 0.00
H -2.977 3.310 -7.388 -0.2459 -0.7762 -0.0083 0.00
H -2.465 4.064 -5.927 0.2386 -0.1269 0.2286 0.00
H -4.152 3.986 -6.230 -0.2887 -0.7923 0.1738 0.00
S 1.514 1.225 -2.541 2.0453 5.6116 -2.2907 0.02
O 1.473 1.438 -1.104 -6.6635 4.8620 3.9688 0.15
O 2.624 0.312 -2.226 3.6712 -5.4974 -5.4658 0.14
O 0.289 0.793 -3.200 0.8453 -0.9967 0.3365 0.01
O 2.033 2.454 -3.181 -1.0139 -2.0291 0.1284 0.03
S 3.561 2.204 1.210 1.7912 1.2507 1.8564 0.02
O 4.477 1.878 2.361 -2.0014 0.8803 -1.0067 0.02
O 3.345 3.561 0.809 -0.0393 0.4359 1.5593 0.02
O 4.011 1.475 0.042 6.0138 -0.6766 -4.1050 0.15
O 2.328 1.379 1.221 -4.3023 -0.2937 4.6136 0.10
C -1.254 -0.223 1.256 1.7604 0.3149 -1.8969 0.00
F -1.606 0.940 0.633 1.0063 -1.0190 1.0505 0.00
F -0.514 -0.058 2.369 -0.0068 0.8077 -0.3035 0.00
F -2.344 -0.796 1.604 -1.5488 -1.1821 0.3777 0.00
S -0.213 -1.341 0.037 0.5814 -1.5430 -2.9385 0.01
O -0.804 -1.172 -1.304 -0.3618 0.1419 2.3884 0.00
O 1.202 -0.876 -0.064 -2.7801 -1.4442 2.0787 0.06
O -0.276 -2.723 0.562 -0.2267 2.2092 0.1188 0.01
C 2.970 -2.861 -2.086 -0.4196 0.8717 -0.0665 0.00
C 3.317 -2.711 -0.614 0.3092 -0.6786 0.4150 0.00
N 3.928 -1.410 -0.182 0.4738 -0.2351 1.0383 0.06
C 4.320 -1.434 1.283 -1.8543 -0.9193 1.0149 0.01
C 3.164 -1.926 2.269 1.6366 0.6430 -0.4128 0.01
C 5.178 -1.007 -0.857 1.9764 -1.5029 -1.4836 0.00
C 6.324 -2.124 -0.807 -0.6861 0.4683 0.6096 0.00
H 3.756 -2.601 -2.795 0.1538 -0.2625 0.1464 0.00
H 2.156 -2.165 -2.291 0.0673 0.2090 -0.0907 0.00
H 2.531 -3.833 -2.310 0.4217 -0.2289 0.1932 0.00
H 2.395 -2.921 -0.073 -0.0348 0.7510 0.1479 0.00
H 3.938 -3.518 -0.224 0.5720 -0.1596 -0.3537 0.00
H 5.142 -2.122 1.481 0.1541 -0.0454 -0.4397 0.00
H 4.636 -0.436 1.589 -0.0082 0.0513 -0.2322 0.00
H 2.352 -1.201 2.329 -0.3980 -0.5016 -0.5008 0.00
H 2.938 -2.981 2.113 -0.7009 0.3093 -0.3617 0.00
H 3.586 -1.945 3.274 0.4266 0.1860 0.1810 0.00
H 5.486 -0.007 -0.549 0.0834 -0.4016 0.7270 0.00
H 5.086 -0.832 -1.929 -0.9624 -0.2426 -0.0816 0.00
H 7.086 -1.973 -1.572 -0.1910 0.1886 -0.0330 0.00
H 5.903 -3.121 -0.939 -0.2014 0.0812 -0.4736 0.00
H 6.844 -2.243 0.144 0.0639 0.5365 0.1317 0.00
N 3.437 0.084 5.912 -3.1633 -0.0242 -0.7000 0.03
C 2.637 0.237 4.768 1.2407 0.2078 0.2717 0.33
C 1.340 -0.282 4.978 0.0141 -0.1339 1.2862 0.12
C 1.302 -0.653 6.298 0.3245 -0.6433 0.2690 0.10
C 2.575 -0.401 6.902 0.8276 0.8399 -1.2059 0.37
H 4.255 0.667 6.025 0.2057 -0.2562 0.2058 0.00
H 3.028 0.745 3.899 0.2990 0.1492 -0.3873 0.01
H 0.473 -0.365 4.338 0.4955 0.1599 -0.4168 0.00
H 0.479 -1.176 6.763 0.0512 0.2639 0.2485 0.00
H 2.904 -0.420 7.931 -0.1226 -0.2603 -0.0329 0.02
N -2.624 1.282 4.167 -0.2504 -0.7815 1.5315 0.00
C -2.734 0.373 5.221 3.2916 -1.1719 -1.7007 0.00
C -3.819 0.596 5.943 -1.2452 -0.2598 1.2041 0.00
C -4.470 1.700 5.368 -0.1046 0.6384 0.4152 0.00
C -3.669 2.102 4.340 -1.2883 1.9432 -1.1641 0.00
H -1.866 1.441 3.519 -0.1007 -0.0621 0.2891 0.00
H -1.954 -0.362 5.361 -0.1059 -0.1451 -0.0552 0.00
H -4.109 0.025 6.813 -0.0566 0.0528 -0.0906 0.00
H -5.321 2.204 5.801 -0.0241 0.0294 -0.4018 0.00
H -3.782 2.969 3.706 -0.0299 -0.0664 -0.0597 0.00
N -0.897 -4.176 -2.011 -0.3544 0.8492 -1.8760 0.00
C -0.624 -3.465 -3.210 1.4108 0.0773 1.0901 0.00
C -1.568 -3.737 -4.124 -1.5859 -0.7544 -0.4723 0.00
C -2.526 -4.581 -3.515 0.1789 -0.5135 1.2190 0.00
C -2.079 -4.812 -2.216 -1.3548 -0.0702 -0.8744 0.00
H -0.571 -4.030 -1.066 0.4277 0.4570 -0.2875 0.00
H 0.232 -2.842 -3.424 0.1641 -0.1315 0.7513 0.00
H -1.727 -3.455 -5.154 0.7231 0.3787 0.0430 0.00
H -3.405 -4.974 -4.003 -0.0109 -0.0349 0.2663 0.00
H -2.631 -5.265 -1.406 0.3026 -0.2325 0.0046 0.00
N 0.016 3.286 1.890 -1.7322 2.0282 0.5359 0.00
C -0.960 3.793 1.030 0.7872 -0.9038 0.9667 0.00
C -1.721 4.754 1.694 -0.0296 -1.4594 -3.2138 0.00
C -1.181 4.864 2.938 0.9160 0.4345 2.8712 0.00
C -0.112 4.009 3.099 -0.1807 -0.7660 -1.3668 0.00
H 0.704 2.627 1.553 0.5176 -0.0271 0.2972 0.00
H -1.013 3.294 0.074 -0.1959 0.4884 -0.1502 0.00
H -2.544 5.222 1.175 -0.0255 0.2970 0.4958 0.00
H -1.490 5.494 3.759 -0.1532 0.1625 -0.1494 0.00
H 0.498 3.928 3.987 0.2266 -0.3087 -0.3556 0.00
```
Forces are in eV/Å.

---

# 2
The molecule C3H5NO2 at a distorted geometry. Source: the OMol25 dataset; level of theory: ωB97M-V with the def2-TZVPD basis set.

Computed properties:
SMILES: CC(=O)NC=O
Highest occupied orbital energy: -10.527 eV
Orbital gap: 10.77 eV
ΔE to the lowest compared entry with this formula, charge and spin: 46.68 kcal per mole

Structure (XYZ):
```
11
Properties=species:S:1:pos:R:3:forces:R:3:mulliken_charge:R:1
C 0.456 1.156 -0.411 0.5920 -0.2054 0.5929 -0.87
C 0.795 -0.043 0.625 -0.0447 0.3148 -0.1981 0.39
O 1.611 0.060 1.496 -0.7836 0.1055 -1.1208 -0.44
N 0.067 -1.390 0.480 0.4916 1.2032 -0.0462 -0.39
C -1.240 -0.959 0.145 -0.4646 0.3575 -0.5868 0.14
O -1.480 -0.408 -0.898 -0.9696 -1.1461 0.0277 -0.48
H 1.036 0.966 -1.323 0.1622 -0.0192 0.3207 0.28
H 0.817 2.052 0.082 0.4379 0.0239 0.0177 0.33
H -0.547 1.412 -0.802 0.5261 -0.7105 0.8265 0.36
H 0.460 -1.840 -0.355 0.0380 0.2515 0.1808 0.32
H -1.974 -1.005 0.961 0.0147 -0.1754 -0.0145 0.36
```
Forces are in eV/Å.

---

# 3
A cluster of 2 separate species, C3H8O2 in total at a distorted geometry. Source: the OMol25 dataset; level of theory: ωB97M-V with the def2-TZVPD basis set.

Computed properties:
SMILES: CCC=O.O
Highest occupied orbital energy: -10.020 eV
Orbital gap: 10.60 eV
ΔE to the lowest compared entry with this formula, charge and spin: 36.66 kcal per mole

Structure (XYZ):
```
13
Properties=species:S:1:pos:R:3:forces:R:3:mulliken_charge:R:1
O 0.486 0.116 -2.286 -2.4231 0.4782 2.7342 -0.51
C -0.368 0.257 -1.366 3.1579 0.2136 -3.6458 -0.06
C -1.056 -0.903 -0.756 2.6661 -1.1439 0.3830 -0.24
C -1.107 -0.701 0.833 -2.7920 0.0342 -1.9957 -0.88
H -0.564 1.315 -1.070 -0.2865 -0.5503 0.2664 0.35
H -0.415 -1.813 -1.158 -1.3713 1.6206 1.1852 0.22
H -2.002 -0.987 -1.262 -0.7620 -0.0172 0.2589 0.29
H -0.435 -1.353 1.372 0.4808 0.4138 0.0560 0.28
H -2.151 -1.104 1.022 1.1814 0.8118 0.5909 0.25
H -1.078 0.427 1.032 0.1537 -1.8564 0.1898 0.30
H 2.399 2.070 1.588 -0.1808 0.0623 -0.0445 0.31
H 3.068 1.067 0.632 -0.0139 0.2288 0.2368 0.33
O 3.221 1.609 1.419 0.1898 -0.2957 -0.2152 -0.64
```
Forces are in eV/Å.

---

What did we get for energy? Answer: -141496.523; -8775.670; -7334.461 eV, in the order shown.